[1]
Computed, not measured: 9 unconnected molecules or ions with the total composition C35H58F15NO13, with ωB97M-V/def2-TZVPD.

Bonds (Å) are listed after each position.
Atoms and positions in Å:
1 C -0.579 -6.210 -5.183  C2 1.611, H8 1.090, H9 1.090, H10 1.090
2 C -0.703 -5.689 -3.663  C1 1.611, N3 1.470, H11 1.090, H12 1.090
3 N -0.818 -4.227 -3.566  C2 1.470, C4 1.471, C6 1.461
4 C -2.120 -3.764 -4.072  N3 1.471, C5 1.541, H13 1.090, H14 1.090
5 C -2.203 -2.234 -4.234  C4 1.541, H15 1.090, H16 1.090, H17 1.090
6 C -0.473 -3.879 -2.190  N3 1.461, C7 1.537, H18 1.090, H19 1.090
7 C 1.010 -4.125 -1.870  C6 1.537, H20 1.090, H21 1.090, H22 1.090
8 H -0.629 -7.297 -5.124  C1 1.090
9 H 0.346 -5.879 -5.656  C1 1.090
10 H -1.398 -5.887 -5.825  C1 1.090
11 H -1.560 -6.153 -3.174  C2 1.090
12 H 0.188 -6.042 -3.142  C2 1.090
13 H -2.437 -4.152 -5.040  C4 1.090
14 H -2.884 -4.090 -3.366  C4 1.090
15 H -3.269 -2.020 -4.298  C5 1.090
16 H -1.880 -1.676 -3.354  C5 1.090
17 H -1.806 -1.848 -5.173  C5 1.090
18 H -1.065 -4.420 -1.452  C6 1.090
19 H -0.650 -2.823 -1.986  C6 1.090
20 H 1.646 -3.808 -2.697  C7 1.090
21 H 1.205 -5.142 -1.530  C7 1.090
22 H 1.306 -3.543 -0.997  C7 1.090
23 C -0.760 1.073 5.075  C24 1.514, H32 1.090, H33 1.090, H34 1.090
24 C -1.783 0.425 4.166  C23 1.514, O25 1.406, H35 1.090, H36 1.090
25 O -1.396 -0.881 3.817  C24 1.406, C26 1.390
26 C -1.928 -1.484 2.683  O25 1.390, O27 1.226, C28 1.522
27 O -2.574 -0.895 1.823  C26 1.226
28 C -1.651 -2.966 2.476  C26 1.522, F29 1.358, F30 1.326, F31 1.370
29 F -2.740 -3.646 2.034  C28 1.358
30 F -0.645 -3.013 1.613  C28 1.326
31 F -1.234 -3.501 3.666  C28 1.370
32 H -0.597 0.385 5.905  C23 1.090
33 H -1.120 2.024 5.468  C23 1.090
34 H 0.175 1.227 4.536  C23 1.090
35 H -1.763 1.036 3.264  C24 1.090
36 H -2.814 0.505 4.513  C24 1.090
37 C 0.674 -0.667 -4.580  C38 1.557, H46 1.090, H47 1.090, H48 1.090
38 C 1.592 -1.298 -5.667  C37 1.557, O39 1.410, H49 1.090, H50 1.090
39 O 2.203 -0.406 -6.574  C38 1.410, C40 1.372
40 C 1.486 0.457 -7.364  O39 1.372, O41 1.231, C42 1.582
41 O 0.272 0.413 -7.558  C40 1.231
42 C 2.360 1.578 -8.059  C40 1.582, F43 1.315, F44 1.364, F45 1.362
43 F 2.532 1.262 -9.324  C42 1.315
44 F 1.696 2.768 -8.082  C42 1.364
45 F 3.563 1.639 -7.423  C42 1.362
46 H 1.127 0.166 -4.043  C37 1.090
47 H 0.389 -1.431 -3.856  C37 1.090
48 H -0.262 -0.179 -4.851  C37 1.090
49 H 1.090 -2.028 -6.301  C38 1.090
50 H 2.402 -1.872 -5.217  C38 1.090
51 C 5.502 -0.511 0.806  C52 1.551, H60 1.090, H61 1.090, H62 1.090
52 C 4.134 -0.885 0.177  C51 1.551, O53 1.397, H63 1.090, H64 1.090
53 O 3.743 -2.205 0.415  C52 1.397, C54 1.341
54 C 3.178 -2.593 1.568  O53 1.341, O55 1.208, C56 1.523
55 O 2.660 -1.811 2.329  C54 1.208
56 C 3.072 -4.105 1.715  C54 1.523, F57 1.373, F58 1.355, F59 1.323
57 F 3.613 -4.509 2.910  C56 1.373
58 F 1.762 -4.447 1.663  C56 1.355
59 F 3.654 -4.759 0.724  C56 1.323
60 H 6.272 -1.244 0.565  C51 1.090
61 H 5.514 -0.442 1.894  C51 1.090
62 H 5.904 0.445 0.471  C51 1.090
63 H 4.306 -0.860 -0.899  C52 1.090
64 H 3.422 -0.189 0.621  C52 1.090
65 C -4.858 -0.508 -1.307  C66 1.521, H74 1.090, H75 1.090, H76 1.090
66 C -3.729 0.509 -1.240  C65 1.521, O67 1.431, H77 1.090, H78 1.090
67 O -3.398 1.091 -2.506  C66 1.431, C68 1.372
68 C -2.504 2.125 -2.613  O67 1.372, O69 1.252, C70 1.533
69 O -2.113 2.748 -1.600  C68 1.252
70 C -2.027 2.492 -4.023  C68 1.533, F71 1.354, F72 1.356, F73 1.325
71 F -2.510 1.633 -4.953  C70 1.354
72 F -2.448 3.760 -4.254  C70 1.356
73 F -0.703 2.485 -3.977  C70 1.325
74 H -5.109 -0.944 -0.340  C65 1.090
75 H -4.587 -1.390 -1.888  C65 1.090
76 H -5.797 -0.150 -1.728  C65 1.090
77 H -2.884 0.005 -0.771  C66 1.090
78 H -3.900 1.330 -0.544  C66 1.090
79 C 2.902 1.070 4.060  C80 1.509, H88 1.090, H89 1.090, H90 1.090
80 C 2.533 2.309 4.837  C79 1.509, O81 1.382, H91 1.090, H92 1.090
81 O 3.743 2.959 4.993  C80 1.382, C82 1.345
82 C 3.887 4.225 5.421  O81 1.345, O83 1.228, C84 1.568
83 O 2.971 4.977 5.744  C82 1.228
84 C 5.372 4.729 5.400  C82 1.568, F85 1.337, F86 1.329, F87 1.308
85 F 5.758 5.049 6.640  C84 1.337
86 F 6.172 3.758 4.970  C84 1.329
87 F 5.494 5.699 4.531  C84 1.308
88 H 3.611 1.290 3.262  C79 1.090
89 H 2.020 0.597 3.629  C79 1.090
90 H 3.444 0.365 4.690  C79 1.090
91 H 2.052 2.149 5.802  C80 1.090
92 H 1.833 2.897 4.244  C80 1.090
93 C -6.198 1.331 2.498  C94 1.538, H97 1.090, H98 1.090, H99 1.090
94 C -5.038 2.173 3.053  C93 1.538, O95 1.222, C96 1.535
95 O -5.118 2.727 4.139  C94 1.222
96 C -3.874 2.502 2.107  C94 1.535, H100 1.090, H101 1.090, H102 1.090
97 H -7.054 1.572 3.128  C93 1.090
98 H -5.940 0.272 2.487  C93 1.090
99 H -6.572 1.579 1.505  C93 1.090
100 H -4.301 2.889 1.182  C96 1.090
101 H -3.260 1.627 1.891  C96 1.090
102 H -3.165 3.178 2.585  C96 1.090
103 C 1.318 5.186 2.913  C104 1.567, H107 1.090, H108 1.090, H109 1.090
104 C 0.014 4.546 3.503  C103 1.567, O105 1.233, C106 1.480
105 O -0.604 3.627 2.961  C104 1.233
106 C -0.556 5.164 4.722  C104 1.480, H110 1.090, H111 1.090, H112 1.090
107 H 1.045 6.006 2.249  C103 1.090
108 H 1.947 4.503 2.343  C103 1.090
109 H 1.853 5.665 3.732  C103 1.090
110 H -1.389 4.566 5.091  C106 1.090
111 H -0.985 6.127 4.447  C106 1.090
112 H 0.045 5.244 5.628  C106 1.090
113 C 0.559 -0.727 -0.247  C114 1.530, H117 1.090, H118 1.090, H119 1.090
114 C 0.777 0.787 -0.257  C113 1.530, O115 1.239, C116 1.506
115 O 1.403 1.271 -1.211  C114 1.239
116 C 0.130 1.543 0.873  C114 1.506, H120 1.090, H121 1.090, H122 1.090
117 H 0.851 -1.212 0.685  C113 1.090
118 H 1.074 -1.200 -1.083  C113 1.090
119 H -0.484 -0.986 -0.426  C113 1.090
120 H -0.891 1.181 0.994  C116 1.090
121 H 0.261 2.616 0.729  C116 1.090
122 H 0.665 1.317 1.795  C116 1.090

Computed properties:
Total charge: +1
Electronic energy: -106096.381 eV
Spin multiplicity: 2
Frontier orbital gap (spin up / spin down): 0.3234 / 0.1370 Eh

These are the Löwdin partial charges, in e, on atoms 1 to 5: -0.019, -0.149, 0.050, -0.149, -0.054

[2]
Computed, not measured: C4H3NO in the gas phase, with ωB97M-V/def2-TZVPD.

Bonds (Å) are listed after each position.
Atoms and positions in Å:
1 O 1.434 0.612 1.326  C2 1.330, H7 0.971
2 C 1.108 0.235 0.094  O1 1.330, C3 1.342, H8 1.090
3 C 0.387 -0.850 -0.231  C2 1.342, C4 1.324
4 C -0.877 -0.924 -0.619  C3 1.324, N6 1.489, H9 1.079
5 C -1.415 1.431 -0.290  N6 1.185
6 N -1.669 0.336 -0.667  C4 1.489, C5 1.185
7 H 1.054 -0.023 1.955  O1 0.971
8 H 1.479 0.935 -0.655  C2 1.090
9 H -1.501 -1.753 -0.913  C4 1.079

Computed properties:
Relative energy (zero: lowest compared OMol25 entry of this formula, charge and spin): 299.7 kJ/mol
Total charge: 0
Electronic energy: -7729.638 eV
Frontier orbital gap: 0.3484 Eh

These are the Löwdin partial charges, in e, on atoms 1 to 5: 0.064, -0.233, -0.028, -0.146, 0.030

[3]
Computed, not measured: C5H8BN in the gas phase, with ωB97M-V/def2-TZVPD.

Bonds (Å) are listed after each position.
Atoms and positions in Å:
1 B 2.560 0.308 -0.191  N7 1.365, H8 1.173, H9 1.180
2 C -1.332 1.118 0.113  C4 1.294, C6 1.506, H10 1.086
3 C -0.757 -1.329 0.149  C5 1.335, C6 1.498, H11 1.080
4 C -0.115 1.530 0.270  C2 1.294, H12 1.060
5 C 0.560 -1.155 0.283  C3 1.335, N7 1.356, H13 1.088
6 C -1.733 -0.278 -0.284  C2 1.506, C3 1.498, H14 1.095, H15 1.098
7 N 1.254 -0.016 0.037  B1 1.365, C5 1.356
8 H 2.898 1.423 -0.337  B1 1.173
9 H 3.337 -0.578 -0.252  B1 1.180
10 H -2.159 1.812 0.226  C2 1.086
11 H -1.186 -2.288 0.401  C3 1.080
12 H 0.445 2.387 0.545  C4 1.060
13 H 1.172 -1.986 0.627  C5 1.088
14 H -2.718 -0.505 0.139  C6 1.095
15 H -1.837 -0.283 -1.378  C6 1.098

Computed properties:
Relative energy (zero: lowest compared OMol25 entry of this formula, charge and spin): 267.1 kJ/mol
Total charge: 0
Electronic energy: -7478.203 eV
Frontier orbital gap: 0.3349 Eh

These are the Löwdin partial charges, in e, on atoms 1 to 5: -0.204, -0.148, -0.102, 0.160, -0.200

electronic energy of number 3 (C5H8BN)?
-7478.203 eV

Please write out number 3 again, unchanged.
Computed, not measured: C5H8BN in the gas phase, with ωB97M-V/def2-TZVPD.

Bonds (Å) are listed after each position.
Atoms and positions in Å:
1 B 2.560 0.308 -0.191  N7 1.365, H8 1.173, H9 1.180
2 C -1.332 1.118 0.113  C4 1.294, C6 1.506, H10 1.086
3 C -0.757 -1.329 0.149  C5 1.335, C6 1.498, H11 1.080
4 C -0.115 1.530 0.270  C2 1.294, H12 1.060
5 C 0.560 -1.155 0.283  C3 1.335, N7 1.356, H13 1.088
6 C -1.733 -0.278 -0.284  C2 1.506, C3 1.498, H14 1.095, H15 1.098
7 N 1.254 -0.016 0.037  B1 1.365, C5 1.356
8 H 2.898 1.423 -0.337  B1 1.173
9 H 3.337 -0.578 -0.252  B1 1.180
10 H -2.159 1.812 0.226  C2 1.086
11 H -1.186 -2.288 0.401  C3 1.080
12 H 0.445 2.387 0.545  C4 1.060
13 H 1.172 -1.986 0.627  C5 1.088
14 H -2.718 -0.505 0.139  C6 1.095
15 H -1.837 -0.283 -1.378  C6 1.098

Computed properties:
Relative energy (zero: lowest compared OMol25 entry of this formula, charge and spin): 267.1 kJ/mol
Total charge: 0
Electronic energy: -7478.203 eV
Frontier orbital gap: 0.3349 Eh

These are the Löwdin partial charges, in e, on atoms 1 to 5: -0.204, -0.148, -0.102, 0.160, -0.200

Look up the electronic energy of the first one.
-106096.381 eV